2 unconnected molecules or ions with the total composition C6H11IO3, computed with ωB97M-V/def2-TZVPD.

For the energy relative to the best compared isomer or geometry (same formula, charge and spin), the calculation gives 76.72 kcal per mole. The calculation puts the electronic energy at -758.4696 Ha. The calculation puts the HOMO energy at -7.849 eV. As for the gap between HOMO and LUMO: 8.208 eV. The calculation puts the largest force on an atom at 0.0144 Eh/bohr.

Last column: Löwdin charge in e.
Geometry (Å):
C -1.00 0.70 -0.35  -0.077
C -0.38 0.56 -1.76  -0.163
C -1.04 -0.73 0.19  -0.256
C -0.29 -1.56 -0.87  -0.466
C -1.18 -0.88 2.57  -0.080
C 2.53 1.63 -1.19  -0.550
O 0.02 -0.80 -1.91  0.044
O 0.00 -2.72 -0.77  0.138
O -0.36 -0.90 1.41  -0.190
I 3.06 0.47 0.54  1.147
H -0.35 1.30 0.28  0.114
H -1.98 1.17 -0.39  0.115
H -1.10 0.78 -2.55  0.123
H 0.53 1.17 -1.87  0.051
H -2.07 -1.12 0.27  0.162
H -0.53 -1.17 3.40  0.093
H -2.00 -1.60 2.48  0.095
H -1.59 0.11 2.75  0.093
H 2.73 2.66 -0.90  -0.089
H 3.27 1.37 -1.94  -0.085
H 1.73 -0.43 0.61  -0.219